Entry from the OMol25 dataset: 2 unconnected molecules or ions with the total composition C23H39OSi3 in a non-equilibrium geometry (ωB97M-V with the def2-TZVPD basis set).

As for the HOMO-LUMO gap: 4.15 eV. The value obtained for the energy above the lowest of the compared OMol25 structures with the same formula, charge and spin is 0.824 eV.

```
! wB97M-V def2-TZVPD RIJCOSX def2/J DEFGRID3
* xyz 1 1
Si -2.04 1.96 -1.72
Si -2.63 0.01 0.79
Si -2.91 -1.04 -2.19
O 1.30 -2.64 4.66
C -3.58 -1.51 1.33
C -2.48 -2.73 -1.44
C 4.62 1.34 -2.66
C 2.93 -1.26 -0.52
C -0.19 2.01 -1.37
C 2.19 -2.89 1.20
C -3.00 0.42 -1.06
C 3.10 -0.81 2.02
C 1.84 -3.27 2.47
C -3.30 1.44 1.79
C -1.77 -0.95 -3.71
C 4.28 2.54 -2.02
C 2.72 -1.15 3.32
C 3.12 1.29 -0.30
C 3.53 2.52 -0.84
C 3.46 0.09 -0.94
C -2.31 2.21 -3.56
C 2.75 -1.62 0.94
C -2.81 3.45 -0.87
C 4.22 0.13 -2.11
C 1.17 -1.65 5.70
C 2.01 -2.35 3.53
C -0.82 -0.21 1.29
H 3.26 3.45 -0.34
H 4.46 -0.81 -2.61
H -3.21 1.71 -3.93
H 5.19 1.34 -3.59
H -0.29 0.75 1.36
H -4.08 0.74 -1.06
H -4.38 -1.79 0.63
H -2.93 -2.39 1.46
H -3.69 1.04 2.73
H 4.59 3.49 -2.46
H -2.43 3.29 -3.73
H 0.25 2.80 -1.99
H 2.53 1.27 0.62
H -4.12 1.96 1.27
H -0.77 -0.57 -3.47
H 0.59 -0.78 5.35
H 3.59 -2.03 -0.98
H 1.98 -1.40 -1.00
H -2.76 4.30 -1.56
H -4.04 -1.28 2.30
H -2.23 -3.36 -2.31
H 1.33 -4.22 2.65
H -2.27 3.72 0.05
H -1.60 -2.70 -0.78
H -2.21 -0.38 -4.55
H 0.63 -2.17 6.49
H 0.34 1.08 -1.60
H -3.86 3.27 -0.61
H -1.46 1.86 -4.16
H -0.79 -0.66 2.30
H -3.33 -3.21 -0.93
H 2.16 -1.33 6.05
H 2.02 -3.57 0.36
H 3.65 0.12 1.85
H -1.67 -2.00 -4.04
H 0.02 2.27 -0.32
H -0.25 -0.87 0.63
H 2.91 -0.48 4.16
H -2.52 2.18 2.03
*
```

=====

Entry from the OMol25 dataset: a molecular structure, C23H39Si in a non-equilibrium geometry (ωB97M-V with the def2-TZVPD basis set).

As for the HOMO-LUMO gap: 6.60 eV. The value obtained for the energy above the lowest of the compared OMol25 structures with the same formula, charge and spin is 0.000 eV.

```
! wB97M-V def2-TZVPD RIJCOSX def2/J DEFGRID3
* xyz 1 1
Si -0.30 1.69 -0.52
C 3.41 -3.24 1.28
C -2.35 -3.63 -0.57
C 3.71 1.79 0.67
C -0.69 4.64 -3.87
C 1.31 -3.86 0.25
C -1.27 1.29 -2.09
C 4.07 -3.62 0.10
C 4.49 1.53 1.94
C -2.45 -3.41 0.94
C 1.95 -4.15 -0.96
C -0.99 -3.61 1.48
C -1.40 2.80 -2.41
C -0.15 -3.53 0.20
C 2.03 -3.39 1.35
C -3.40 1.78 2.34
C 1.56 1.74 -0.58
C -4.82 1.28 2.49
C -1.08 -3.84 -0.96
C -1.26 1.85 1.08
C -0.62 3.15 -3.68
C -2.66 1.17 1.16
C 2.27 1.28 0.73
C 3.35 -4.03 -1.05
H -2.82 1.56 3.25
H -5.30 1.79 3.33
H -3.40 2.87 2.21
H 1.36 -4.36 -1.86
H 5.16 -3.56 0.06
H -1.11 2.63 -4.50
H -2.45 3.08 -2.56
H 3.96 -2.85 2.16
H 2.26 0.19 0.80
H 1.97 1.07 -1.38
H 5.49 1.94 1.84
H 3.87 -4.24 -1.99
H -0.69 1.44 1.94
H 3.67 2.87 0.48
H -5.40 1.50 1.59
H 4.20 1.32 -0.19
H 4.01 2.00 2.80
H -3.09 -4.14 1.45
H -0.01 -2.48 0.14
H -1.34 2.96 1.29
H -2.82 -2.41 1.23
H -2.55 0.08 1.30
H -1.04 3.43 -1.57
H -3.23 1.30 0.23
H -0.65 -4.14 -1.92
H 4.58 0.46 2.14
H -0.83 -4.56 2.01
H -1.73 4.94 -3.89
H -0.76 0.73 -2.90
H 1.47 -3.03 2.22
H 1.76 1.66 1.61
H -3.28 -3.64 -1.17
H -2.26 0.83 -1.95
H -0.22 4.94 -4.80
H -4.85 0.21 2.67
H 1.87 2.78 -0.88
H -0.71 -2.81 2.16
H -0.20 5.17 -3.05
H 0.41 2.78 -3.63
*
```

=====

Entry from the OMol25 dataset: 2 unconnected molecules or ions with the total composition C23H39Si3 in a non-equilibrium geometry (ωB97M-V with the def2-TZVPD basis set).

As for the HOMO-LUMO gap: 6.05 eV. The value obtained for the energy above the lowest of the compared OMol25 structures with the same formula, charge and spin is 0.205 eV.

```
! wB97M-V def2-TZVPD RIJCOSX def2/J DEFGRID3
* xyz 1 1
Si 7.59 -5.71 10.23
Si 5.85 -8.35 9.94
Si 4.50 -5.51 9.64
C 0.91 -6.56 3.75
C 4.42 -3.80 10.39
C 3.05 -6.75 4.87
C 1.31 -5.31 3.25
C 5.73 -1.56 3.55
C 4.28 -9.23 10.50
C 4.70 -4.95 4.92
C 7.89 -0.27 3.76
C 5.43 -3.79 4.54
C 7.57 -2.56 4.73
C 7.19 -9.41 10.73
C 6.81 -3.70 4.95
C 7.94 -5.48 8.39
C 1.81 -7.28 4.55
C 7.69 -4.03 11.09
C 2.83 -6.22 10.10
C 7.04 -1.48 4.02
C 5.99 -8.48 8.06
C 3.46 -5.45 4.43
C 4.93 -2.67 3.82
C 5.89 -6.53 10.46
C 9.00 -6.65 11.03
C 2.56 -4.78 3.54
H 8.76 -3.80 11.22
H 8.15 0.22 4.70
H 8.74 -7.01 12.04
H 2.85 -6.59 11.13
H 3.99 -8.95 11.52
H 0.64 -4.75 2.60
H 2.09 -5.40 10.05
H 3.42 -9.05 9.84
H 8.60 -2.50 5.08
H 9.36 -7.50 10.44
H -0.06 -6.98 3.49
H 4.66 -3.84 11.46
H 8.82 -0.52 3.25
H 7.26 -4.55 5.46
H 7.01 -8.30 7.71
H 5.67 -6.51 11.56
H 2.84 -3.84 3.08
H 7.25 -3.21 10.51
H 8.80 -4.79 8.30
H 4.48 -10.31 10.48
H 3.90 -2.63 3.51
H 7.23 -4.04 12.08
H 9.84 -5.94 11.14
H 5.33 -0.75 2.95
H 5.70 -9.50 7.77
H 8.17 -9.32 10.24
H 7.10 -5.05 7.84
H 7.34 0.45 3.15
H 4.60 -5.38 8.12
H 8.22 -6.43 7.91
H 2.48 -7.02 9.44
H 3.75 -7.32 5.49
H 5.08 -3.07 9.91
H 5.32 -7.78 7.53
H 5.22 -5.61 5.62
H 1.54 -8.27 4.90
H 6.87 -10.46 10.63
H 7.31 -9.19 11.80
H 3.38 -3.44 10.28
*
```